{
  "formula": "C59H80F3Ge2N3PRbS",
  "method": "ωB97M-V with the def2-TZVPD basis set",
  "de_lowest_kcal_mol": 2.0,
  "homo_lumo_gap_ev": 3.9369,
  "max_force_ha_per_bohr": 0.012,
  "charge": -2,
  "multiplicity": 1,
  "species": ["Rb", "C", "C", "Ge", "C", "C", "C", "C", "Ge", "C", "C", "C", "C", "C", "C", "C", "C", "C", "C", "H", "H", "H", "H", "H", "H", "H", "H", "H", "H", "H", "H", "H", "H", "H", "H", "H", "H", "H", "H", "H", "H", "H", "H", "H", "H", "C", "C", "C", "C", "C", "C", "C", "C", "C", "S", "C", "N", "H", "H", "H", "H", "H", "H", "H", "H", "N", "C", "N", "C", "C", "C", "C", "C", "H", "H", "H", "H", "H", "H", "H", "H", "H", "H", "F", "C", "F", "F", "C", "C", "C", "C", "C", "C", "C", "C", "H", "H", "H", "H", "C", "C", "C", "C", "P", "C", "C", "C", "C", "C", "C", "C", "C", "C", "C", "H", "H", "H", "H", "H", "H", "H", "H", "H", "H", "H", "H", "H", "H", "H", "H", "H", "H", "H", "H", "H", "H", "H", "C", "C", "C", "C", "H", "H", "H", "H", "H", "H", "H", "H", "H"],
  "coordinates": [[-0.736, 0.066, -0.080], [-0.955, 1.437, -6.107], [-1.094, 1.970, -4.681], [-1.872, 0.713, -3.241], [-3.863, 1.036, -3.623], [-4.323, 1.154, -5.076], [-1.714, -1.028, -4.250], [-0.965, -2.110, -3.980], [0.334, -2.270, -2.412], [0.391, -4.311, -2.190], [1.317, -5.134, -3.083], [2.024, -1.963, -3.535], [1.950, -0.612, -4.238], [-0.995, -3.256, -4.918], [-1.875, -4.329, -4.741], [-1.870, -5.418, -5.600], [-0.986, -5.468, -6.671], [-0.113, -4.405, -6.870], [-0.115, -3.321, -6.006], [-0.478, 2.155, -6.789], [-1.927, 1.178, -6.532], [-0.360, 0.522, -6.123], [-1.728, 2.869, -4.685], [-0.109, 2.295, -4.324], [-4.147, 1.946, -3.078], [-4.398, 0.216, -3.130], [-3.837, 1.998, -5.574], [-5.407, 1.303, -5.175], [-4.068, 0.258, -5.647], [-2.313, -1.104, -5.171], [-0.641, -4.657, -2.312], [0.643, -4.501, -1.140], [1.076, -5.002, -4.140], [1.266, -6.210, -2.869], [2.361, -4.829, -2.955], [2.194, -2.764, -4.265], [2.887, -1.978, -2.858], [1.141, -0.595, -4.970], [2.878, -0.330, -4.753], [1.706, 0.181, -3.523], [-2.565, -4.296, -3.906], [-2.562, -6.236, -5.431], [-0.980, -6.320, -7.341], [0.581, -4.424, -7.704], [0.576, -2.501, -6.164], [-2.976, 2.996, 0.735], [-3.879, 2.012, 1.421], [-5.285, 2.200, 1.447], [-6.052, 1.298, 2.116], [-5.452, 0.190, 2.763], [-6.209, -0.746, 3.503], [-5.555, -1.784, 4.111], [-4.165, -1.936, 3.995], [-3.364, -1.066, 3.262], [-1.658, -1.328, 3.111], [-4.048, 0.052, 2.647], [-3.303, 0.979, 1.981], [-3.228, 4.030, 0.983], [-3.040, 2.884, -0.351], [-1.956, 2.794, 1.054], [-5.722, 3.051, 0.940], [-7.130, 1.412, 2.167], [-7.284, -0.627, 3.575], [-6.115, -2.512, 4.689], [-3.678, -2.777, 4.473], [0.145, 2.247, 2.163], [-0.148, 2.252, 3.283], [-0.484, 2.257, 4.559], [0.337, 2.987, 5.519], [-0.154, 2.679, 6.932], [-0.461, 1.190, 7.066], [-1.628, 0.782, 6.150], [-1.794, 1.749, 4.980], [0.308, 4.065, 5.320], [1.374, 2.655, 5.409], [-1.051, 3.264, 7.151], [0.613, 2.998, 7.641], [-0.684, 0.942, 8.106], [0.434, 0.626, 6.795], [-2.567, 0.756, 6.710], [-1.468, -0.217, 5.740], [-2.437, 2.597, 5.241], [-2.225, 1.237, 4.123], [-3.869, 7.924, 0.519], [-3.517, 7.550, -0.730], [-3.198, 8.697, -1.381], [-4.627, 7.079, -1.323], [-2.391, 6.565, -0.736], [-2.307, 5.611, -1.741], [-1.239, 4.730, -1.769], [-0.245, 4.804, -0.791], [-0.349, 5.756, 0.226], [-1.416, 6.634, 0.252], [0.866, 3.904, -0.846], [1.766, 3.115, -0.944], [-3.080, 5.539, -2.494], [-1.177, 3.963, -2.530], [0.410, 5.787, 0.996], [-1.499, 7.366, 1.045], [4.783, -3.511, 1.809], [3.959, -2.526, 0.979], [3.362, -3.297, -0.206], [4.865, -1.423, 0.428], [2.471, -1.714, 1.809], [1.655, -3.200, 2.507], [2.003, -3.882, 3.675], [1.320, -5.024, 4.061], [0.287, -5.518, 3.274], [-0.065, -4.858, 2.109], [0.607, -3.701, 1.737], [3.049, -0.668, 3.270], [3.274, 0.743, 2.702], [1.855, -0.595, 4.227], [4.301, -1.067, 4.052], [5.570, -3.935, 1.175], [4.165, -4.337, 2.163], [5.265, -3.049, 2.669], [4.172, -3.668, -0.843], [2.709, -2.668, -0.814], [2.777, -4.154, 0.129], [5.601, -1.860, -0.255], [5.412, -0.906, 1.219], [4.289, -0.684, -0.132], [2.815, -3.522, 4.293], [1.596, -5.532, 4.979], [-0.249, -6.409, 3.577], [-0.879, -5.219, 1.494], [0.311, -3.177, 0.834], [2.384, 1.112, 2.194], [4.111, 0.775, 2.003], [3.501, 1.431, 3.526], [0.919, -0.391, 3.702], [2.029, 0.215, 4.945], [1.715, -1.522, 4.785], [5.199, -1.014, 3.435], [4.238, -2.068, 4.478], [4.435, -0.364, 4.884], [4.565, 1.024, -2.485], [3.566, 2.170, -2.398], [4.252, 3.518, -2.590], [2.831, 2.122, -1.052], [5.074, 1.025, -3.451], [4.067, 0.059, -2.379], [5.323, 1.112, -1.700], [2.823, 2.042, -3.187], [4.998, 3.684, -1.806], [3.534, 4.338, -2.551], [4.765, 3.556, -3.553], [3.554, 2.259, -0.240], [2.371, 1.141, -0.887]],
  "lowdin_charge": [0.156, -0.211, -0.450, 0.740, -0.455, -0.224, -0.306, -0.437, 0.818, -0.423, -0.198, -0.424, -0.215, -0.276, -0.058, -0.111, -0.136, -0.115, -0.053, 0.048, 0.041, 0.036, 0.023, 0.013, 0.015, 0.030, 0.041, 0.044, 0.043, 0.044, 0.029, 0.000, 0.042, 0.050, 0.047, 0.035, 0.012, 0.030, 0.059, 0.040, 0.110, 0.088, 0.080, 0.088, 0.102, -0.036, -0.323, -0.026, -0.029, -0.176, -0.087, -0.120, -0.148, -0.679, 0.514, -0.244, 0.119, 0.079, 0.073, 0.031, 0.106, 0.106, 0.091, 0.089, 0.081, 0.176, -0.277, -0.083, -0.155, -0.190, -0.188, -0.166, -0.144, 0.117, 0.113, 0.109, 0.106, 0.101, 0.098, 0.111, 0.072, 0.123, 0.069, 0.119, -0.576, 0.119, 0.131, -0.143, -0.001, 0.000, -0.218, -0.017, -0.022, 0.030, 0.002, 0.125, 0.101, 0.116, 0.116, -0.091, -0.690, -0.115, -0.105, 1.171, -0.366, -0.111, -0.096, -0.096, -0.074, -0.135, -0.688, -0.121, -0.115, -0.099, 0.081, 0.071, 0.054, 0.089, 0.028, 0.076, 0.085, 0.061, 0.055, 0.084, 0.092, 0.093, 0.109, 0.071, 0.041, 0.058, 0.079, 0.025, 0.069, 0.073, 0.061, 0.058, 0.079, -0.081, -0.430, -0.077, -0.170, 0.079, 0.057, 0.079, 0.123, 0.079, 0.071, 0.073, 0.120, 0.113]
}

=====

{
  "formula": "H41O21",
  "method": "ωB97M-V with the def2-TZVPD basis set",
  "de_lowest_kcal_mol": 62.3,
  "homo_lumo_gap_ev": 9.1764,
  "max_force_ha_per_bohr": 0.057,
  "charge": -1,
  "multiplicity": 1,
  "species": ["O", "H", "H", "O", "H", "H", "O", "H", "H", "O", "H", "H", "O", "H", "H", "O", "H", "H", "O", "H", "H", "O", "H", "H", "O", "H", "H", "O", "H", "H", "O", "H", "H", "O", "H", "H", "O", "H", "H", "O", "H", "H", "O", "H", "H", "O", "H", "O", "H", "H", "O", "H", "H", "O", "H", "H", "O", "H", "H", "O", "H", "H"],
  "coordinates": [[-1.359, -2.436, -1.887], [-1.518, -1.624, -1.368], [-1.878, -2.461, -2.686], [0.172, -0.891, 2.411], [3.773, -1.923, 0.969], [0.864, 2.045, -2.785], [-2.196, -1.718, 1.500], [0.605, -2.799, -2.885], [-2.111, -2.482, 0.936], [1.504, -2.704, -3.253], [2.418, 2.671, -1.246], [4.369, 1.750, 1.453], [3.919, 2.554, 1.744], [3.137, 2.138, 2.130], [0.547, 0.055, -3.081], [-0.963, -1.618, 4.939], [-0.783, 4.760, 2.180], [-1.544, -2.134, 4.380], [-0.756, 4.392, 3.064], [-0.811, -1.173, 2.424], [-0.514, 0.258, 1.473], [-3.786, 2.906, 1.840], [1.810, -2.118, -2.533], [-0.943, -0.834, 4.373], [-4.802, -1.438, 0.575], [-3.780, 2.345, 1.048], [3.234, 2.271, -0.041], [1.056, 0.558, -3.708], [-0.138, 3.669, 3.137], [0.731, 2.673, -1.423], [4.194, -0.147, -2.571], [1.840, 0.401, -0.537], [3.635, -0.786, -2.107], [-2.508, -0.070, -0.217], [-2.323, -0.771, 0.833], [-3.416, -0.239, -0.445], [2.851, 1.930, -0.869], [-4.672, -1.954, -0.227], [-3.881, -1.507, 0.957], [-3.177, 1.656, -3.848], [-2.717, 1.676, -2.992], [-4.035, 1.313, -3.608], [-0.454, 1.017, 0.834], [0.428, -5.045, 0.271], [-1.286, 0.987, 0.335], [1.304, -0.349, -0.279], [0.921, 0.230, -4.595], [0.880, 2.924, -2.345], [0.453, -1.272, 3.254], [0.536, 0.088, 0.280], [1.640, 4.453, -0.061], [0.307, -2.825, 0.247], [1.915, 5.046, 0.650], [0.189, -3.218, 1.085], [-0.401, -5.562, -0.858], [0.800, -2.906, 1.727], [0.386, -5.781, -0.356], [-2.951, 2.691, 2.252], [0.676, 4.414, 0.001], [2.898, -1.947, 1.356], [2.140, -1.718, 0.780], [3.571, 0.580, -2.629]],
  "nbo_charge": [-1.007, 0.523, 0.476, -1.013, 0.476, 0.496, -1.105, 0.480, 0.479, -0.950, 0.497, 0.475, -0.935, 0.479, 0.495, -0.937, 0.473, 0.477, -0.952, 0.509, 0.499, -0.950, 0.464, 0.463, -0.976, 0.477, 0.489, -0.966, 0.480, 0.459, -0.943, 0.492, 0.457, -1.202, 0.486, 0.465, -1.001, 0.448, 0.497, -0.943, 0.481, 0.462, -0.990, 0.493, 0.520, -1.082, 0.495, -0.966, 0.490, 0.495, -0.944, 0.484, 0.475, -0.970, 0.459, 0.496, -0.964, 0.473, 0.471, -1.013, 0.517, 0.486]
}

=====

Number 1: HOMO -0.62 eV, E -7677.5036 Eh. Number 2: HOMO -7.21 eV, E -1604.6838 Eh.